No. 1
{
  "formula": "C5H10INO2S",
  "method": "ωB97M-V/def2-TZVPD",
  "symbols": ["C", "C", "C", "C", "C", "N", "O", "O", "S", "I", "H", "H", "H", "H", "H", "H", "H", "H", "H", "H"],
  "coordinates": [[2.4370, -0.1843, 0.5790], [2.3024, 1.1454, 0.9007], [0.5239, -0.7050, -1.7261], [-2.0309, -0.5877, 1.5545], [-0.4763, -1.2483, -0.7339], [0.1336, 0.4551, -2.2492], [-0.4153, 1.2704, 0.4626], [-2.4378, 0.7657, -0.6482], [-1.3673, 0.2220, 0.1509], [2.5618, 2.7173, -0.4451], [2.7646, -0.4476, -0.3297], [2.0800, -0.8403, 1.4129], [1.8571, 1.5961, 1.7275], [-2.8984, -1.2405, 1.2904], [-1.2600, -1.2109, 2.1038], [-2.4395, 0.1299, 2.3270], [-0.0506, -1.8667, 0.0304], [-1.3042, -1.6295, -1.3802], [0.8140, 0.7623, -3.0405], [-0.7940, 0.8963, -1.9867]],
  "forces_ev_per_a": [[-1.8, 4.1, 5.2], [0.6, -2.6, -2.4], [-0.5, 0.9, -0.3], [-0.7, -0.7, 2.5], [-1.3, 2.7, -0.8], [1.4, -1.2, -1.1], [-0.1, -1.1, 1.0], [-0.9, -0.9, -0.6], [1.2, 0.5, -0.4], [0.3, -0.1, -0.2], [1.2, -1.4, -3.0], [0.6, 0.1, -1.2], [-0.5, -0.1, 1.6], [0.9, 0.5, -0.2], [-0.7, 0.8, -0.9], [0.6, -0.4, -1.1], [-0.1, -0.6, 0.2], [0.6, -0.5, 0.8], [-2.3, 0.0, 2.0], [1.6, 0.1, -1.0]],
  "mulliken_charge": [-0.848, -0.392, -0.788, -1.003, -0.399, -0.058, -0.435, -0.650, 0.915, 0.001, 0.546, 0.244, 0.409, 0.351, 0.306, 0.352, 0.443, 0.486, 0.311, 0.210],
  "relative_energy_ev": 3.6857,
  "max_force_ev_per_a": 6.9,
  "total_charge": 0
}



No. 2
{
  "formula": "C16H23AsN9NaOS",
  "method": "ωB97M-V/def2-TZVPD",
  "symbols": ["Na", "N", "C", "C", "N", "C", "C", "N", "C", "C", "N", "H", "H", "H", "H", "H", "H", "S", "C", "N", "C", "C", "C", "N", "H", "H", "H", "H", "H", "H", "H", "H", "O", "N", "C", "C", "N", "C", "N", "C", "As", "C", "C", "H", "H", "H", "H", "H", "H", "H", "H", "H"],
  "coordinates": [[-0.4118, 0.0599, -0.4808], [3.4397, 0.1323, 1.2565], [4.0788, 0.1371, 0.0444], [3.0931, -0.0092, -0.8857], [1.8749, -0.0927, -0.2726], [2.1076, 0.0013, 1.0196], [1.0824, -0.0226, 2.0404], [-0.2068, -0.1039, 1.7893], [-0.8418, -0.0558, 2.9975], [0.0767, 0.0524, 3.9996], [1.2995, 0.0633, 3.3796], [3.8761, 0.3047, 2.1436], [5.1458, 0.2348, -0.0431], [3.1798, -0.0607, -1.9578], [-1.9174, -0.0868, 3.0556], [-0.0293, 0.1131, 5.0678], [2.1751, 0.2123, 3.8471], [1.4534, 3.1602, 1.5109], [0.6669, 4.4716, 0.8248], [0.9089, 4.8406, -0.4435], [0.1444, 5.8676, -1.1345], [-0.2360, 6.9505, -0.1389], [-0.9822, 6.3052, 1.0170], [-0.1635, 5.2331, 1.5630], [1.3610, 4.1402, -1.0040], [-0.7537, 5.4334, -1.5848], [0.7676, 6.2804, -1.9278], [-0.8637, 7.7025, -0.6152], [0.6670, 7.4361, 0.2361], [-1.9478, 5.9204, 0.6720], [-1.1695, 7.0352, 1.8046], [-0.3952, 4.8554, 2.4648], [-2.1487, -0.6350, -1.1838], [-2.8517, -0.1751, -0.2365], [-2.7712, 1.1103, 0.0819], [-1.9338, 2.0456, -0.5857], [-1.2255, 2.7182, -1.1981], [-3.5122, 1.6041, 1.1912], [-4.0733, 2.0639, 2.0856], [-1.4963, -3.3665, 1.2250], [-0.2293, -2.6822, -0.0990], [-0.6771, -3.9168, -1.5529], [1.3342, -3.6746, 0.5780], [-1.4830, -4.4568, 1.2488], [-2.5008, -3.0200, 0.9824], [-1.2298, -2.9877, 2.2122], [-0.6861, -4.9556, -1.2208], [0.0524, -3.8079, -2.3560], [-1.6581, -3.6509, -1.9452], [1.0994, -4.7306, 0.7167], [1.6443, -3.2535, 1.5364], [2.1637, -3.5821, -0.1238]],
  "forces_ev_per_a": [[1.5, 0.6, -0.1], [-0.2, 0.0, 0.1], [0.0, 0.0, -0.2], [0.1, 0.0, 0.0], [0.2, 0.1, 0.3], [0.4, 0.0, -0.3], [-0.4, 0.0, 0.4], [0.3, 0.1, 0.1], [0.0, 0.0, 0.1], [-0.2, 0.0, 0.0], [0.1, 0.0, -0.1], [0.0, 0.0, 0.0], [0.0, 0.0, 0.0], [0.1, 0.0, 0.0], [0.0, 0.0, 0.1], [0.0, 0.0, 0.0], [0.0, 0.0, 0.0], [0.1, -0.3, 0.1], [0.2, 0.1, 0.2], [-0.2, 0.2, -0.1], [0.0, 0.1, 0.0], [0.0, -0.1, 0.0], [0.0, 0.1, -0.1], [-0.2, 0.1, -0.2], [0.1, -0.1, 0.1], [0.0, 0.0, 0.0], [0.0, 0.0, 0.0], [0.0, 0.0, 0.0], [0.0, 0.0, 0.0], [0.0, 0.0, 0.0], [0.0, 0.0, 0.0], [0.1, 0.0, 0.1], [-1.4, 0.2, -0.3], [-0.6, -0.5, 0.0], [0.0, 0.2, 0.1], [-0.1, 0.1, -0.5], [0.1, 0.1, 0.0], [-0.2, 0.0, 0.2], [0.0, 0.0, 0.0], [-0.1, 0.0, 0.0], [0.2, -0.9, 0.0], [0.0, 0.0, -0.1], [0.0, 0.1, 0.0], [0.0, 0.0, 0.0], [0.0, 0.0, 0.0], [0.0, 0.0, 0.0], [0.0, 0.0, 0.0], [0.0, 0.0, 0.0], [0.0, 0.0, 0.0], [0.0, 0.0, 0.0], [0.0, 0.0, 0.0], [0.0, 0.0, 0.0]],
  "mulliken_charge": [0.635, -0.045, -0.274, -0.850, -0.081, 0.135, -0.408, 0.599, -0.610, -0.910, 0.005, 0.175, 0.449, 0.447, 0.485, 0.459, 0.166, -0.302, -0.014, -0.086, -0.593, -0.613, -0.572, -0.151, 0.242, 0.291, 0.382, 0.346, 0.289, 0.284, 0.366, 0.229, -0.578, -0.179, 0.349, 0.791, -0.501, -0.079, -0.539, -1.198, 0.564, -1.145, -1.185, 0.429, 0.350, 0.336, 0.373, 0.349, 0.343, 0.429, 0.294, 0.322],
  "relative_energy_ev": 1.0448,
  "max_force_ev_per_a": 1.7,
  "total_charge": 0
}



No. 3
{
  "formula": "C5H6O",
  "method": "ωB97M-V/def2-TZVPD",
  "symbols": ["C", "C", "C", "C", "C", "O", "H", "H", "H", "H", "H", "H"],
  "coordinates": [[-1.6712, 0.4763, -0.1258], [-0.5316, -0.5389, -0.1009], [0.7686, 0.2398, -0.0849], [1.9184, -0.3175, -0.9505], [2.5836, -0.4661, 0.0827], [0.9008, 1.2221, 0.6114], [-1.5217, 1.1989, 0.6801], [-1.6708, 1.0257, -1.0734], [-2.6431, -0.0052, -0.0036], [-0.5821, -1.2473, -0.9325], [-0.5556, -1.1212, 0.8304], [3.0048, -0.4666, 1.0671]],
  "forces_ev_per_a": [[-0.2, 0.1, 0.0], [-0.1, 0.0, 0.0], [-0.5, 0.5, 0.4], [0.4, 0.1, 0.8], [0.2, -0.6, -0.4], [-0.4, 0.0, -0.5], [-0.1, -0.1, -0.1], [0.0, -0.1, 0.1], [0.1, 0.0, 0.0], [0.1, 0.2, 0.1], [0.0, 0.1, -0.1], [0.4, -0.2, -0.2]],
  "mulliken_charge": [-1.116, -0.251, 0.723, -0.728, -0.012, -0.515, 0.297, 0.318, 0.340, 0.325, 0.250, 0.370],
  "relative_energy_ev": 3.6749,
  "max_force_ev_per_a": 0.9,
  "total_charge": 0
}



| no. | orbital gap (eV) | HOMO (hartree) |
| --- | --- | --- |
| 1 | 8.754 | -0.3078 |
| 2 | 7.959 | -0.2931 |
| 3 | 10.254 | -0.3705 |